A 7-piece molecular cluster, C55H121N6O3 overall in a non-equilibrium geometry. Source: the OMol25 dataset; level of theory: ωB97M-V with the def2-TZVPD basis set.

Computed properties:
total energy: -74034.511 eV
Kohn-Sham gap: 6.53 eV
relative energy (zero: lowest compared OMol25 entry of this formula, charge and spin): 6.3 kcal/mol
HOMO level: -13.87 eV
molecular weight: 914.61 u
charge: +5

Element x y z (Å)
C (17.479, 31.717, 4.061)
H (25.154, 27.811, 3.144)
C (22.486, 16.261, 0.265)
C (13.494, 17.577, -1.068)
H (9.483, 26.413, -3.346)
H (18.054, 18.787, 11.715)
H (17.341, 25.987, 7.179)
H (21.502, 19.519, 0.720)
C (22.595, 17.616, 0.974)
H (19.678, 28.734, 0.987)
N (12.944, 17.614, -2.486)
H (9.198, 28.037, -1.371)
H (16.934, 18.645, 5.465)
H (21.816, 15.607, 0.823)
C (15.685, 21.959, -3.841)
C (17.537, 18.569, 6.370)
H (17.341, 34.032, 5.607)
H (12.724, 17.193, -0.400)
C (23.107, 25.186, 4.319)
C (17.853, 17.125, 8.273)
H (14.176, 31.529, 3.744)
H (8.108, 28.430, -3.970)
C (20.784, 27.719, -0.587)
H (18.667, 16.780, 8.911)
H (15.140, 22.602, -3.151)
H (16.255, 16.495, 14.230)
H (16.979, 28.297, 7.722)
C (16.252, 17.735, 12.390)
C (16.932, 16.914, 13.486)
C (7.626, 29.059, -3.221)
H (19.543, 19.328, -1.185)
H (4.531, 28.549, -0.225)
H (23.588, 27.287, 4.540)
C (6.563, 28.909, -0.937)
H (23.876, 21.879, -4.477)
H (11.726, 25.742, -2.160)
H (15.720, 18.719, 7.647)
H (23.289, 19.135, -1.095)
H (11.171, 26.320, -0.636)
H (16.384, 31.650, 2.147)
H (22.390, 21.040, -4.676)
H (19.261, 17.610, -0.759)
C (19.876, 18.301, -1.334)
C (8.912, 26.171, -2.450)
C (19.995, 28.923, -0.039)
H (4.253, 26.589, -1.460)
C (21.900, 20.488, -2.009)
H (16.369, 19.691, 10.119)
H (14.879, 17.866, -3.422)
C (9.655, 25.106, -1.660)
C (18.886, 19.307, 9.076)
H (15.136, 32.809, 5.872)
C (16.741, 19.099, 7.629)
H (11.476, 19.122, -1.918)
H (12.633, 16.152, -4.049)
C (14.253, 19.859, -2.891)
H (13.385, 20.356, -2.457)
H (18.650, 32.906, 6.184)
H (18.526, 30.741, 6.706)
C (17.980, 17.130, 6.754)
H (7.984, 26.997, -0.650)
H (18.394, 19.227, 6.224)
H (16.020, 26.638, 6.346)
H (13.629, 18.608, -0.741)
H (17.262, 15.967, 13.059)
C (22.836, 21.455, -2.686)
C (21.309, 18.457, 0.565)
H (15.803, 18.636, 12.809)
N (17.552, 18.567, 8.786)
H (11.544, 15.264, -1.348)
C (17.580, 33.101, 6.122)
H (18.601, 28.021, 6.970)
C (24.330, 24.877, 3.362)
H (9.795, 24.203, -2.254)
H (9.759, 17.227, -2.926)
H (15.363, 17.261, 11.975)
H (15.665, 19.942, -4.507)
H (7.291, 29.386, -0.281)
C (10.520, 17.133, -2.152)
C (21.834, 16.641, -1.038)
H (24.691, 23.849, 3.363)
C (5.436, 27.946, -0.288)
C (24.336, 28.015, 2.453)
H (19.049, 29.033, -0.569)
H (16.149, 30.246, 3.095)
H (21.545, 20.819, -1.033)
H (6.755, 29.543, -3.663)
H (16.571, 21.788, -3.229)
H (11.608, 24.661, -0.793)
H (22.591, 18.607, -2.639)
H (15.142, 30.959, 5.827)
H (22.229, 24.567, 4.132)
H (9.064, 24.733, -0.824)
H (16.079, 22.445, -4.734)
C (17.104, 26.725, 6.413)
H (6.060, 29.645, -1.564)
H (22.937, 24.824, 1.732)
H (20.999, 20.361, -2.611)
C (16.301, 31.322, 3.183)
H (15.816, 18.047, 9.729)
H (20.181, 26.811, -0.606)
H (17.768, 17.454, 13.930)
H (16.920, 30.657, 7.278)
H (22.223, 22.343, -2.841)
H (17.594, 29.032, 4.806)
C (17.500, 30.631, 6.355)
H (18.992, 16.931, 6.401)
C (12.615, 16.181, -2.959)
C (5.291, 26.869, -1.282)
H (16.705, 20.183, 7.735)
H (23.470, 15.836, 0.068)
N (16.986, 31.828, 5.479)
H (23.864, 28.955, 2.738)
H (14.154, 20.932, -4.851)
C (11.096, 25.470, -1.314)
C (17.533, 28.149, 6.795)
C (11.285, 15.813, -2.254)
C (23.770, 25.443, 2.066)
H (24.727, 28.069, 1.438)
C (22.130, 27.374, 0.212)
H (10.684, 15.124, -2.847)
H (15.039, 33.045, 3.469)
C (17.121, 29.243, 5.765)
O (18.783, 22.983, 2.078)
C (17.323, 18.076, 11.331)
H (18.684, 20.363, 9.259)
C (22.371, 19.076, -1.679)
C (11.530, 18.238, -2.552)
H (16.999, 16.518, 8.575)
N (21.337, 18.105, -0.920)
H (5.256, 27.915, -3.091)
H (16.073, 29.095, 5.505)
H (22.557, 16.532, -1.847)
C (5.983, 27.281, -2.584)
C (13.937, 18.411, -3.368)
H (19.458, 18.856, 9.887)
H (24.473, 25.577, 1.244)
H (13.580, 18.469, -4.396)
H (23.564, 18.036, 0.705)
H (17.778, 32.717, 3.747)
H (15.001, 19.772, -2.104)
H (21.224, 26.626, 2.107)
C (15.125, 32.045, 3.894)
H (8.315, 29.835, -2.887)
C (14.917, 20.640, -4.130)
H (6.270, 26.507, -3.295)
H (21.800, 27.076, 4.269)
O (17.351, 24.816, 1.901)
H (11.432, 18.578, -3.583)
O (16.661, 22.767, 1.609)
C (23.279, 21.075, -4.046)
H (5.874, 26.069, -0.828)
H (22.334, 26.373, -0.167)
H (16.506, 24.648, 1.477)
C (16.674, 18.649, 10.026)
H (19.661, 18.141, -2.391)
H (20.560, 29.853, -0.097)
H (21.625, 28.272, 2.196)
H (25.224, 25.450, 3.612)
H (19.450, 19.267, 8.144)
H (21.271, 27.903, -1.544)
H (5.818, 27.660, 0.692)
H (20.442, 17.984, 1.026)
H (23.774, 20.109, -4.137)
C (15.464, 31.897, 5.373)
H (8.057, 25.732, -2.964)
H (22.642, 17.434, 2.047)
C (8.416, 27.313, -1.599)
H (23.655, 21.693, -2.007)
H (17.909, 17.177, 11.140)
N (7.199, 28.069, -2.101)
H (17.602, 26.337, 5.524)
H (17.234, 33.205, 7.151)
C (21.956, 27.342, 1.734)
H (13.386, 15.488, -2.625)
H (14.477, 17.110, -1.002)
C (17.631, 23.480, 1.931)
H (18.432, 31.197, 3.969)
H (9.986, 17.302, -1.216)
H (17.393, 16.320, 6.321)
H (20.946, 16.019, -1.152)
H (23.036, 27.875, -0.129)
H (23.431, 24.901, 5.320)
C (22.802, 26.700, 4.065)
N (23.182, 26.877, 2.579)

---

C55H131N8O16V as an isolated structure in a non-equilibrium geometry. Source: the OMol25 dataset; level of theory: ωB97M-V with the def2-TZVPD basis set.

Computed properties:
total energy: -129516.120 eV
Kohn-Sham gap: 6.07 eV
relative energy (zero: lowest compared OMol25 entry of this formula, charge and spin): 0.0 kcal/mol
HOMO level: -8.08 eV
molecular weight: 1211.64 u

Element x y z (Å)
H (4.209, 8.052, 2.819)
H (4.748, 2.176, 0.972)
N (4.650, -1.733, 0.826)
H (2.715, 1.610, 3.693)
H (-3.912, 2.670, -2.847)
H (0.366, -3.034, 6.304)
H (-0.810, -6.378, 2.549)
H (-3.961, 3.177, -4.342)
H (-2.292, 5.751, -1.439)
C (3.950, 2.856, -6.164)
H (-1.611, -3.692, -6.048)
H (0.446, -3.411, 0.769)
H (7.335, -3.654, -0.012)
H (5.555, 2.925, -0.439)
C (2.390, -7.452, 1.588)
C (0.679, -4.921, 2.298)
C (-3.100, 4.237, 5.835)
H (-2.036, 0.182, 2.371)
C (5.370, -2.945, 0.478)
H (2.534, 2.880, 0.120)
H (-2.737, 0.402, 7.349)
C (2.180, 3.898, -2.263)
H (2.657, -8.038, 2.466)
N (-4.537, -1.296, -3.001)
H (-5.695, -1.752, -6.252)
H (0.062, -5.388, -2.323)
H (-2.588, 4.121, -1.040)
H (-0.762, -4.266, -4.544)
H (-3.615, 5.438, -5.074)
H (-5.313, -3.122, -5.311)
H (-4.826, -2.085, 5.831)
C (2.067, 0.881, 3.207)
H (1.673, 1.971, -6.148)
H (-0.880, -1.301, 7.309)
H (-2.291, -3.446, 3.821)
N (-3.680, 2.711, 3.978)
H (-3.451, 2.092, 5.959)
H (-3.549, 0.742, 4.736)
H (0.315, -2.229, 3.920)
H (1.516, -1.149, -3.518)
H (4.904, 3.197, -6.568)
H (6.267, 3.996, 2.142)
C (-1.044, -0.965, -0.784)
C (-4.665, 5.665, 6.858)
C (-3.914, -2.622, 6.095)
N (0.573, -6.694, 0.045)
H (-4.085, 6.515, 6.486)
C (-3.025, 5.654, -4.177)
H (-0.334, -1.492, -1.434)
H (-1.954, 5.659, -4.403)
O (-0.491, 2.771, -3.929)
O (-3.328, 6.949, -3.712)
H (-2.803, 4.926, 5.027)
H (-4.239, -2.799, -1.565)
H (-4.347, -0.263, 7.004)
H (3.087, 0.683, -2.917)
H (-2.405, -3.905, -2.520)
H (-4.895, 3.536, -0.556)
H (0.150, -4.317, 3.040)
H (3.256, 1.680, -0.906)
H (0.747, -6.727, 3.402)
C (-5.574, -2.066, -5.210)
N (-3.382, 3.239, -3.504)
H (-7.752, -2.512, -6.503)
H (-0.466, -0.629, 2.357)
C (-1.446, 0.442, -1.197)
H (6.592, 4.723, 0.623)
C (-1.265, -0.263, 3.004)
H (1.749, -4.796, 2.476)
O (7.074, -1.669, -0.581)
C (-7.819, -2.749, -5.434)
H (3.191, 3.640, -6.194)
C (3.361, 2.715, -0.577)
H (0.118, 1.415, -0.193)
H (2.817, -8.020, 0.755)
H (2.515, 0.414, -5.799)
O (-4.463, 4.501, 6.061)
H (-3.867, 1.893, 1.410)
H (1.755, 3.030, -2.777)
H (-3.546, 7.796, -5.534)
H (-3.698, -0.787, -2.724)
H (0.666, -9.378, 0.875)
C (-2.349, -2.523, 3.250)
H (-4.295, 4.927, -2.722)
H (-3.394, -2.231, 3.113)
H (-6.258, 4.226, 0.311)
H (-3.287, -0.977, 8.325)
H (-5.001, -0.108, -4.667)
H (2.903, -6.498, 1.489)
H (0.428, -9.083, 2.579)
C (-4.124, 7.702, -4.612)
H (-5.701, 5.977, 6.733)
H (-1.025, -4.729, -1.195)
H (-4.742, -3.427, -3.075)
C (2.386, -1.785, -3.716)
H (-0.442, -0.921, 0.130)
H (0.069, -0.823, 5.054)
O (-2.676, -3.405, -4.410)
N (5.122, 1.230, -4.656)
H (3.672, 8.542, 1.190)
O (-3.675, -0.197, 4.527)
O (-2.257, 0.517, -2.345)
V (-1.590, 1.604, -4.189)
N (-2.495, -0.765, 5.091)
H (1.809, 0.758, -7.421)
H (0.539, 1.033, -1.955)
H (-1.957, -2.650, 2.240)
C (0.241, -4.474, 0.934)
C (0.278, -6.402, 2.473)
H (-0.928, -3.657, 5.433)
C (-2.661, -2.986, -3.060)
C (-2.816, -1.535, 6.314)
H (-8.863, -2.573, -5.186)
H (4.264, 4.948, 0.248)
H (-0.849, -4.534, 0.889)
C (-2.344, 4.763, -1.893)
H (-2.025, 0.808, -0.337)
H (-0.010, -7.948, -1.280)
H (-1.923, 2.515, 2.792)
C (4.208, 2.384, -4.766)
H (0.309, -3.758, -1.780)
H (-0.866, -2.553, -4.889)
H (-1.352, 4.396, -2.166)
H (-7.526, -3.794, -5.290)
H (3.283, 2.197, -4.213)
H (1.361, 4.248, -1.626)
H (4.908, -3.229, -0.475)
O (2.765, -0.223, 2.695)
H (4.744, 3.184, -4.244)
H (-2.606, 4.188, 2.924)
C (3.866, -0.089, -2.966)
H (8.787, -2.397, -1.443)
C (-1.405, -3.503, -4.995)
C (0.286, -8.646, 1.592)
O (3.428, 3.641, -1.667)
H (-4.440, 5.499, 7.912)
H (7.316, -2.517, 1.296)
C (5.611, 6.105, 2.002)
H (5.140, -1.257, 1.573)
C (2.401, -0.699, 1.414)
H (6.619, 6.538, 2.046)
H (2.575, 0.172, 0.773)
C (4.671, 2.956, 0.209)
C (-4.651, -1.124, -4.457)
H (-1.992, -2.134, -2.904)
H (5.517, 1.305, -2.598)
H (2.805, -5.934, -0.877)
C (6.860, -2.723, 0.318)
H (-5.958, 2.523, 0.447)
H (-1.574, -2.863, 7.660)
C (-1.701, -1.357, 3.994)
C (3.240, -1.915, 1.018)
C (0.865, -7.267, 1.359)
C (-4.100, -2.657, -2.640)
H (2.895, -4.742, 0.400)
C (-2.831, 3.112, 2.892)
C (2.310, 1.178, -6.550)
C (4.503, 8.146, 1.774)
C (-3.503, 2.919, 1.568)
H (3.932, -0.526, -1.964)
H (-4.307, 8.694, -4.203)
O (3.528, 1.770, -7.011)
O (-4.589, 3.800, 1.462)
H (2.552, -2.440, -2.854)
H (2.504, -4.283, -1.282)
H (5.143, 6.061, 2.989)
H (8.489, -0.616, -1.575)
O (0.832, -7.556, -1.030)
O (-0.657, 0.441, -4.775)
C (-0.549, -2.700, 5.809)
C (-3.341, -0.504, 7.346)
O (-6.903, -2.022, -4.639)
C (-5.457, 3.492, 0.381)
H (2.220, -2.422, -4.583)
C (0.867, -5.299, -0.239)
C (-3.026, 2.832, 5.274)
H (-2.779, 3.041, 0.748)
H (-4.011, -3.334, 6.909)
H (-2.364, 4.477, 6.610)
C (5.845, 4.713, 1.433)
N (4.582, 4.235, 0.895)
H (9.064, -1.337, -0.065)
H (5.310, 8.864, 1.620)
H (1.262, 0.595, 3.888)
H (4.821, 0.579, -5.372)
H (3.174, -2.739, 1.748)
H (-3.641, -1.175, -4.884)
C (-0.204, 1.381, -1.237)
H (2.808, -2.293, 0.087)
C (2.343, -5.021, -0.496)
C (-0.358, -1.725, 4.613)
C (8.424, -1.496, -0.940)
H (5.974, -0.173, -3.430)
H (1.625, 1.438, 2.370)
H (-4.515, 3.284, 4.018)
C (-3.301, 4.621, -3.073)
O (3.511, -0.982, -4.000)
H (-0.801, 0.564, 3.549)
C (0.040, -4.755, -1.430)
C (5.191, 0.583, -3.348)
H (-0.503, 2.397, -1.492)
H (-1.813, -1.711, -0.576)
H (-1.982, 2.500, 5.252)
O (4.785, 6.882, 1.164)
H (5.109, -3.731, 1.203)
H (-5.110, 7.252, -4.759)
H (1.333, -0.921, 1.320)
H (2.371, 4.653, -3.025)
C (-1.479, -2.109, 6.877)
H (-3.723, -3.137, 5.156)
H (-0.801, -8.635, 1.449)